(1)
44
Properties=species:S:1:pos:R:3:lowdin_charge:R:1 method="wB97M-V/def2-TZVPD" fmax_ev_per_a=1.09 de_lowest_kcal_mol=10.5 spin_multiplicity=1 total_charge=-1 e_homo_ev=-6.934 total_energy_ev=-31185.766 orbital_gap_ev=9.27 molar_mass_g_mol=269.22
O 3.813 3.349 -2.431 -0.063
H 3.061 2.758 -2.528 0.031
H 1.167 -1.867 -2.275 0.003
O 2.607 1.680 1.592 -0.083
H 1.983 1.361 0.931 0.037
H -2.177 -0.535 -3.732 -0.028
O 0.777 -2.416 -2.973 -0.086
H -0.519 -0.105 -1.757 -0.034
H 0.578 -4.079 0.507 0.027
O -4.035 1.180 -2.049 -0.127
H -0.588 1.110 -0.106 0.026
H -3.592 1.313 -1.202 0.001
O -2.010 -1.737 -0.245 -0.044
H -1.578 -2.578 -0.416 0.038
H -0.071 -0.849 -0.336 0.002
O 1.113 -3.467 3.124 -0.060
H -1.102 2.399 2.766 0.005
H 0.849 -2.863 2.424 0.010
O -1.501 0.632 -2.504 -0.351
H -1.967 -1.209 -1.047 0.009
H 2.083 2.411 2.001 0.024
O 0.464 3.131 2.167 -0.080
H -0.027 2.724 1.412 0.012
H 4.020 3.261 -1.493 0.029
O -0.724 2.072 -0.035 -0.066
H -0.967 2.363 -0.922 0.058
H 0.414 -1.717 -3.526 0.016
O -1.885 1.836 2.576 -0.083
H -3.209 0.797 -2.466 -0.022
O -1.588 -1.343 3.754 -0.063
H -1.322 -1.060 2.875 0.013
H -2.178 2.337 1.802 0.021
O 3.912 -0.278 2.829 -0.096
H 4.182 -0.314 1.910 0.017
H 3.381 0.537 2.902 0.005
O 0.243 -0.329 -1.077 -0.160
H -1.391 0.847 -3.432 -0.013
H 0.445 4.062 1.917 0.078
O 1.333 -3.722 0.035 -0.046
H 1.984 -3.107 3.337 0.038
H -2.433 -0.903 3.881 0.028
O -2.511 -1.329 -4.206 -0.087
H 1.759 -4.421 -0.465 0.041
H -2.793 -1.931 -3.516 0.023


(2)
253
Properties=species:S:1:pos:R:3:lowdin_charge:R:1 method="wB97M-V/def2-TZVPD" fmax_ev_per_a=8.52 de_lowest_kcal_mol=115.5 spin_multiplicity=1 total_charge=0 e_homo_ev=-7.944 total_energy_ev=-135252.769 orbital_gap_ev=8.12 molar_mass_g_mol=1444.94
C 2.931 -9.555 2.173 -0.727
O 1.924 -8.841 2.485 -0.033
N 3.299 -9.762 0.920 0.150
N 3.825 -9.951 3.025 0.154
H 2.778 -9.358 0.155 0.118
H 4.195 -10.183 0.720 0.103
H 3.580 -9.745 3.983 0.121
H 4.676 -10.456 2.822 0.114
C 3.146 3.758 -4.549 -0.869
O 3.723 2.695 -4.652 0.024
N 3.802 4.812 -4.647 0.178
N 1.900 3.881 -4.275 0.178
H 3.357 5.708 -4.510 0.117
H 4.809 4.771 -4.708 0.135
H 1.372 4.731 -4.414 0.115
H 1.412 3.026 -4.049 0.124
C -5.263 2.663 10.925 -0.131
O -4.192 2.650 10.049 -0.231
C -4.036 3.739 9.125 -0.193
C -2.899 3.360 8.174 -0.155
N -3.156 2.348 7.082 -0.064
C -3.498 1.033 7.450 -0.229
C -3.867 -0.081 6.344 -0.181
O -4.672 0.555 5.407 -0.194
C -5.230 -0.235 4.451 -0.152
H -5.444 3.666 11.313 0.080
H -4.983 2.093 11.810 0.090
H -6.139 2.310 10.381 0.089
H -3.749 4.586 9.749 0.113
H -5.002 3.998 8.692 0.121
H -2.062 2.946 8.736 0.115
H -2.454 4.258 7.745 0.108
H -3.683 2.649 6.274 0.103
H -4.347 1.059 8.133 0.094
H -2.769 0.583 8.124 0.114
H -4.337 -0.924 6.849 0.122
H -2.918 -0.314 5.861 0.116
H -4.559 -0.940 3.962 0.085
H -5.555 0.370 3.605 0.090
H -6.050 -0.817 4.872 0.090
C 1.232 7.466 13.873 -0.110
O 1.473 6.425 14.823 -0.194
C 1.216 5.130 14.266 -0.197
C 2.226 4.685 13.154 -0.202
N 3.524 4.262 13.735 -0.052
C 4.337 3.615 12.701 -0.195
C 4.936 4.504 11.525 -0.214
O 3.857 4.756 10.670 -0.215
C 4.295 5.079 9.371 -0.112
H 0.197 7.321 13.561 0.081
H 1.866 7.453 12.986 0.075
H 1.243 8.470 14.297 0.084
H 0.238 5.070 13.789 0.107
H 1.264 4.461 15.126 0.120
H 2.399 5.471 12.419 0.090
H 1.778 3.837 12.636 0.118
H 3.897 5.145 14.052 0.104
H 3.914 2.740 12.208 0.116
H 5.158 3.190 13.277 0.102
H 5.617 3.883 10.943 0.111
H 5.449 5.372 11.938 0.120
H 3.529 5.662 8.859 0.089
H 4.651 4.203 8.828 0.091
H 5.112 5.801 9.399 0.083
C 1.757 9.493 -3.010 -0.108
O 1.673 8.347 -2.149 -0.212
C 1.686 8.752 -0.776 -0.195
C 1.505 7.418 0.080 -0.172
N 0.113 6.906 0.086 -0.077
C -0.080 5.570 0.592 -0.209
C -1.551 4.985 0.559 -0.192
O -2.470 5.875 1.187 -0.184
C -3.375 6.503 0.304 -0.129
H 2.699 10.012 -2.836 0.082
H 0.948 10.216 -2.906 0.085
H 1.807 9.145 -4.042 0.082
H 0.803 9.378 -0.645 0.115
H 2.572 9.279 -0.425 0.116
H 1.703 7.705 1.113 0.110
H 2.155 6.621 -0.283 0.109
H -0.189 7.056 -0.866 0.101
H 0.297 5.379 1.596 0.115
H 0.522 4.881 -0.001 0.102
H -1.642 4.014 1.047 0.116
H -1.800 4.772 -0.480 0.105
H -4.127 7.047 0.876 0.084
H -3.802 5.793 -0.404 0.082
H -2.982 7.329 -0.289 0.074
C -7.512 -1.655 -13.463 -0.128
O -7.073 -2.332 -12.318 -0.189
C -7.418 -3.730 -12.402 -0.201
C -6.765 -4.482 -11.177 -0.159
N -7.128 -3.976 -9.807 -0.070
C -8.500 -4.169 -9.525 -0.235
C -8.925 -3.578 -8.130 -0.194
O -9.126 -2.174 -8.193 -0.204
C -9.807 -1.633 -7.028 -0.089
H -8.596 -1.551 -13.436 0.090
H -7.108 -2.160 -14.341 0.087
H -7.153 -0.635 -13.600 0.086
H -6.873 -4.245 -13.193 0.113
H -8.481 -3.963 -12.454 0.111
H -5.692 -4.453 -11.362 0.107
H -7.022 -5.541 -11.174 0.109
H -7.006 -2.976 -9.740 0.086
H -8.534 -5.258 -9.490 0.115
H -9.173 -3.869 -10.328 0.110
H -8.140 -3.794 -7.406 0.120
H -9.815 -4.102 -7.780 0.114
H -10.844 -1.955 -6.932 0.079
H -9.896 -0.557 -6.878 0.083
H -9.297 -2.003 -6.139 0.082
C -2.155 6.163 -13.787 -0.119
O -3.237 5.519 -13.092 -0.176
C -4.138 6.585 -12.699 -0.233
C -5.062 6.144 -11.606 -0.206
N -4.424 5.618 -10.394 -0.080
C -3.741 6.549 -9.520 -0.208
C -2.598 5.963 -8.649 -0.201
O -2.078 6.873 -7.670 -0.202
C -3.089 7.158 -6.680 -0.101
H -2.503 6.700 -14.669 0.083
H -1.474 5.363 -14.076 0.085
H -1.532 6.832 -13.193 0.082
H -4.635 6.996 -13.578 0.122
H -3.545 7.401 -12.285 0.101
H -5.664 5.276 -11.875 0.119
H -5.744 6.959 -11.364 0.117
H -4.252 4.623 -10.379 0.116
H -4.568 7.004 -8.976 0.102
H -3.269 7.350 -10.090 0.111
H -1.683 5.943 -9.242 0.122
H -2.827 4.971 -8.259 0.119
H -3.500 6.319 -6.118 0.090
H -3.801 7.810 -7.186 0.075
H -2.513 7.754 -5.973 0.082
C -4.668 -2.912 19.023 -0.089
O -3.814 -3.521 17.979 -0.207
C -3.841 -2.781 16.709 -0.204
C -3.307 -3.651 15.587 -0.197
N -1.827 -3.802 15.583 -0.069
C -1.063 -2.609 15.155 -0.197
C 0.392 -3.033 14.839 -0.214
O 0.409 -3.781 13.602 -0.178
C 1.708 -4.161 13.124 -0.118
H -5.722 -3.033 18.772 0.079
H -4.431 -1.877 19.268 0.076
H -4.488 -3.375 19.993 0.076
H -3.294 -1.841 16.785 0.114
H -4.892 -2.661 16.447 0.112
H -3.513 -3.234 14.601 0.115
H -3.771 -4.637 15.552 0.114
H -1.492 -4.108 16.485 0.103
H -1.098 -1.997 16.056 0.101
H -1.382 -1.989 14.318 0.123
H 0.799 -3.634 15.652 0.112
H 1.017 -2.141 14.852 0.112
H 1.680 -4.894 12.318 0.080
H 2.378 -4.715 13.782 0.077
H 2.279 -3.311 12.751 0.079
C 3.632 -3.977 -18.614 -0.100
O 2.746 -4.217 -17.496 -0.194
C 3.417 -4.585 -16.265 -0.212
C 2.458 -4.912 -15.127 -0.205
N 1.835 -3.737 -14.539 -0.062
C 1.072 -4.162 -13.411 -0.241
C 0.326 -3.052 -12.604 -0.166
O 1.357 -2.095 -12.182 -0.228
C 0.861 -1.162 -11.226 -0.118
H 4.368 -3.231 -18.315 0.078
H 3.075 -3.628 -19.483 0.083
H 4.191 -4.860 -18.925 0.078
H 4.137 -3.793 -16.058 0.115
H 4.095 -5.433 -16.358 0.112
H 3.090 -5.356 -14.359 0.115
H 1.633 -5.532 -15.478 0.128
H 2.509 -3.106 -14.129 0.110
H 1.683 -4.721 -12.702 0.113
H 0.254 -4.824 -13.694 0.115
H -0.154 -3.418 -11.696 0.108
H -0.454 -2.448 -13.067 0.114
H 0.607 -1.536 -10.234 0.083
H 0.116 -0.520 -11.697 0.088
H 1.797 -0.634 -11.044 0.087
C 1.922 -0.787 4.183 -0.108
O 1.632 -1.949 3.387 -0.183
C 1.511 -1.599 2.007 -0.217
C 0.901 -2.713 1.101 -0.237
N 1.355 -2.824 -0.224 -0.085
C 0.861 -1.711 -1.071 -0.166
C -0.708 -1.631 -1.124 -0.221
O -1.085 -0.786 -2.209 -0.224
C -2.472 -0.813 -2.644 -0.073
H 1.901 -1.142 5.214 0.084
H 1.270 0.079 4.066 0.084
H 2.933 -0.402 4.050 0.081
H 2.525 -1.377 1.673 0.118
H 1.052 -0.620 1.869 0.107
H -0.163 -2.931 1.186 0.121
H 1.355 -3.585 1.571 0.117
H 2.363 -2.772 -0.261 0.107
H 1.157 -1.772 -2.118 0.116
H 1.273 -0.805 -0.627 0.106
H -1.111 -1.204 -0.206 0.108
H -1.127 -2.637 -1.152 0.117
H -2.942 -0.402 -1.750 0.078
H -2.827 -1.802 -2.930 0.087
H -2.575 -0.002 -3.366 0.085
C 10.161 -4.288 7.011 -0.114
O 9.548 -4.872 5.849 -0.187
C 8.479 -4.036 5.329 -0.207
C 7.874 -4.771 4.110 -0.211
N 8.659 -4.392 2.911 -0.053
C 8.148 -5.091 1.671 -0.184
C 9.116 -4.993 0.449 -0.145
O 8.955 -3.627 -0.094 -0.217
C 9.251 -3.316 -1.434 -0.142
H 10.902 -4.913 7.509 0.083
H 9.440 -3.956 7.758 0.080
H 10.703 -3.367 6.794 0.079
H 8.858 -3.067 5.004 0.114
H 7.643 -3.831 5.999 0.115
H 6.862 -4.404 3.935 0.113
H 7.834 -5.829 4.369 0.115
H 9.586 -4.742 3.106 0.097
H 7.154 -4.696 1.460 0.115
H 8.004 -6.164 1.804 0.102
H 8.693 -5.589 -0.360 0.112
H 10.160 -5.218 0.667 0.119
H 10.179 -3.778 -1.772 0.074
H 9.494 -2.270 -1.619 0.081
H 8.597 -3.703 -2.215 0.080
O -2.791 -6.178 -7.531 -0.055
H -3.572 -5.796 -7.929 0.027
H -2.495 -6.832 -8.164 0.027
O 7.113 0.827 -1.478 -0.053
H 6.494 0.883 -2.206 0.033
H 7.505 -0.042 -1.563 0.017
O -6.852 -0.218 -9.505 -0.047
H -7.656 -0.291 -8.991 0.012
H -7.129 -0.379 -10.408 0.016
O 0.328 -5.734 6.352 -0.054
H 0.942 -5.081 6.016 0.025
H 0.432 -6.484 5.767 0.028
O 3.237 -4.443 -7.228 -0.053
H 2.448 -4.293 -7.748 0.025
H 2.984 -5.116 -6.597 0.026
O 8.162 -0.059 3.031 -0.053
H 7.908 0.108 2.124 0.027
H 8.200 -1.013 3.097 0.013
O 0.672 -6.466 -3.866 -0.056
H -0.228 -6.379 -4.177 0.028
H 0.711 -5.914 -3.085 0.026


(3)
46
Properties=species:S:1:pos:R:3:mulliken_spin:R:1 method="wB97M-V/def2-TZVPD" fmax_ev_per_a=0.23 de_lowest_kcal_mol=0.0 spin_multiplicity=6 total_charge=+2 e_homo_ev="-12.882 / -14.857" total_energy_ev=-61594.773 orbital_gap_ev="6.75 / 6.31" molar_mass_g_mol=582.20 s_squared=8.8006
Os -0.805 -0.001 -0.353 2.794
C 1.308 0.417 2.567 0.069
C 1.721 -0.865 1.916 -0.033
C 2.753 -1.632 2.497 -0.018
C 3.119 -2.813 1.926 0.017
C 2.448 -3.256 0.766 -0.018
C 2.754 -4.493 0.143 0.182
C 2.072 -4.916 -0.974 -0.038
C 1.065 -4.118 -1.507 0.130
C 0.738 -2.886 -0.928 0.024
S -0.500 -1.974 -1.644 0.535
C 1.440 -2.432 0.240 0.083
N 1.105 -1.246 0.808 0.154
H 1.421 0.349 3.648 -0.001
H 0.267 0.649 2.347 -0.020
H 1.943 1.240 2.229 0.000
H 3.232 -1.274 3.398 0.002
H 3.906 -3.420 2.355 0.001
H 3.538 -5.107 0.569 0.004
H 2.312 -5.863 -1.436 0.001
H 0.517 -4.446 -2.381 -0.002
N -2.389 0.412 -2.278 0.198
C -1.633 1.000 -3.397 0.010
C -0.577 1.939 -2.851 0.016
N 0.345 1.190 -1.949 0.040
H -2.886 -0.426 -2.564 -0.003
H -3.096 1.057 -1.936 -0.009
H -2.275 1.537 -4.097 0.006
H -1.160 0.187 -3.951 -0.006
H -1.041 2.732 -2.262 -0.006
H -0.024 2.405 -3.667 0.000
H 1.033 1.837 -1.572 -0.004
H 0.882 0.529 -2.506 -0.001
S -2.198 -1.650 2.031 0.450
C -2.285 -0.884 0.679 0.412
Cl -4.530 3.552 2.112 -0.001
C -2.913 3.328 1.602 0.007
C -1.963 4.327 1.754 0.019
C -0.670 4.080 1.320 0.003
C -0.372 2.863 0.746 0.021
N -1.293 1.891 0.600 -0.036
C -2.545 2.122 1.030 0.047
H -2.234 5.272 2.207 0.000
H 0.103 4.828 1.426 0.000
H 0.632 2.639 0.414 -0.011
H -3.264 1.321 0.921 -0.020


(4)
13
Properties=species:S:1:pos:R:3:lowdin_charge:R:1 method="wB97M-V/def2-TZVPD" fmax_ev_per_a=4.92 de_lowest_kcal_mol=79.4 spin_multiplicity=1 total_charge=0 e_homo_ev=-7.331 total_energy_ev=-19531.439 orbital_gap_ev=7.53 smiles=c1nc2c([nH]1)NCS2 molar_mass_g_mol=127.17
C -0.949 -1.778 1.338 -0.214
N -1.951 -1.026 0.881 0.075
C -1.271 -0.095 0.205 -0.256
C 0.124 -0.227 0.164 -0.400
N 0.291 -1.250 1.034 0.074
N 0.982 0.527 -0.575 -0.023
C 0.383 1.664 -1.344 -0.605
S -1.345 1.796 -1.024 0.749
H -0.865 -2.673 1.957 0.114
H 1.127 -1.902 1.137 0.187
H 1.974 0.575 -0.262 0.149
H 0.912 2.754 -1.125 0.119
H 0.588 1.635 -2.386 0.032


(5)
13
Properties=species:S:1:pos:R:3:lowdin_charge:R:1 method="wB97M-V/def2-TZVPD" fmax_ev_per_a=0.88 de_lowest_kcal_mol=22.9 spin_multiplicity=1 total_charge=0 e_homo_ev=-7.814 total_energy_ev=-20544.667 orbital_gap_ev=8.39 molar_mass_g_mol=131.16
H 2.931 -1.718 -0.111 0.049
N 2.763 -0.716 -0.062 0.138
C 1.527 -0.459 -0.090 -0.476
N 0.387 -1.242 -0.150 0.084
C -0.744 -0.386 -0.023 -0.638
S -2.399 -0.909 -0.175 0.790
C -0.264 0.869 -0.037 -0.399
N -0.853 2.104 0.024 0.157
O 1.100 0.859 -0.083 0.107
H 0.406 -2.139 0.292 0.136
H -2.677 -1.117 1.131 -0.132
H -1.817 2.055 -0.206 0.076
H -0.359 2.799 -0.511 0.107